No. 1
Below is one molecule with the formula C16H9FN2O2 in a non-equilibrium geometry, with properties calculated with ωB97M-V/def2-TZVPD.

frontier orbital gap	8.4	eV
HOMO	-8.77	eV
spin multiplicity	1
SMILES string	O=c1c2cnc3ccc(F)cc3c2on1-c1ccccc1
strongest force on any atom	3.51	eV Å⁻¹
total charge	0

Element x y z (Å)
O (-1.47, -2.05, -1.71)
C (-0.89, -1.35, -0.92)
C (0.47, -1.63, -0.51)
C (1.34, -2.65, -0.82)
N (2.52, -2.70, -0.22)
C (2.95, -1.68, 0.57)
C (4.22, -1.73, 1.13)
C (4.71, -0.71, 1.92)
C (3.91, 0.41, 2.21)
F (4.43, 1.40, 2.97)
C (2.60, 0.46, 1.71)
C (2.11, -0.61, 0.88)
C (0.83, -0.59, 0.34)
O (-0.16, 0.31, 0.41)
N (-1.25, -0.12, -0.37)
C (-2.40, 0.68, -0.68)
C (-3.58, 0.17, -1.27)
C (-4.60, 1.06, -1.58)
C (-4.49, 2.42, -1.23)
C (-3.37, 2.93, -0.60)
C (-2.32, 2.05, -0.33)
H (0.93, -3.40, -1.48)
H (4.91, -2.54, 0.85)
H (5.71, -0.76, 2.29)
H (1.99, 1.35, 1.95)
H (-3.67, -0.89, -1.54)
H (-5.49, 0.68, -2.12)
H (-5.25, 3.08, -1.56)
H (-3.29, 3.98, -0.37)
H (-1.40, 2.44, 0.09)

Atom charges from the Löwdin analysis, given in e for atoms 1 to 2:
1 O 0.09
2 C -0.37

---

No. 2
Below is C17H10BeBrN5OS as an isolated structure in a non-equilibrium geometry, with properties calculated with ωB97M-V/def2-TZVPD.

frontier orbital gap	7.8	eV
HOMO	-15.24	eV
spin multiplicity	1
strongest force on any atom	2.76	eV Å⁻¹
total charge	+2

Element x y z (Å)
Be (0.03, -0.49, -0.59)
O (0.17, -5.90, -2.47)
C (0.20, -4.66, -2.01)
C (1.27, -4.14, -1.32)
C (1.29, -2.80, -0.98)
N (0.22, -2.02, -1.20)
C (-0.84, -2.59, -1.88)
Br (-2.25, -1.35, -2.07)
C (-0.88, -3.85, -2.30)
H (0.79, -6.48, -2.04)
H (2.16, -4.70, -1.11)
H (2.09, -2.29, -0.49)
H (-1.78, -4.29, -2.74)
S (-0.51, 5.42, 3.00)
N (-0.50, 3.88, 3.55)
C (-0.29, 3.16, 2.48)
C (-0.28, 1.70, 2.46)
C (-0.49, 0.82, 3.53)
C (-0.49, -0.56, 3.34)
C (-0.35, -1.06, 2.06)
N (-0.20, -0.22, 1.05)
C (-0.12, 1.10, 1.24)
C (0.07, 1.87, 0.00)
N (0.20, 1.10, -1.11)
C (0.35, 1.70, -2.29)
C (0.41, 3.07, -2.38)
C (0.24, 3.87, -1.24)
C (0.04, 3.25, -0.02)
C (-0.09, 3.89, 1.27)
N (-0.20, 5.19, 1.44)
H (-0.66, 1.16, 4.53)
H (-0.55, -1.18, 4.22)
H (-0.43, -2.14, 1.86)
H (0.44, 1.07, -3.18)
H (0.57, 3.54, -3.32)
H (0.37, 4.93, -1.26)

Atom charges from the Löwdin analysis, given in e for atoms 1 to 2:
1 Be 0.29
2 O 0.17

---

No. 3
Below is one molecule with the formula C17H10N4OS3 in a non-equilibrium geometry, with properties calculated with ωB97M-V/def2-TZVPD.

frontier orbital gap	6.8	eV
HOMO	-7.61	eV
spin multiplicity	1
SMILES string	Cc1ccc(-n2cnc3c(sc4[nH]cc5sc(=S)nc-5c43)c2=O)cc1
strongest force on any atom	5.28	eV Å⁻¹
total charge	0

Element x y z (Å)
C (-2.38, -3.83, -3.61)
C (-1.62, -2.89, -2.60)
C (-0.48, -2.07, -2.83)
C (0.05, -1.20, -1.87)
C (-0.51, -1.20, -0.60)
N (0.01, -0.39, 0.36)
C (-0.64, 0.81, 0.70)
N (-0.06, 1.79, 1.40)
C (1.25, 1.57, 1.88)
C (1.94, 0.46, 1.46)
S (3.67, 0.53, 2.00)
C (3.49, 2.17, 2.61)
N (4.44, 3.12, 3.07)
C (4.12, 4.44, 3.38)
C (2.76, 4.90, 3.34)
S (2.16, 6.37, 3.96)
C (0.48, 5.70, 3.68)
S (-0.75, 6.38, 4.41)
N (0.50, 4.45, 3.11)
C (1.73, 4.03, 2.88)
C (2.14, 2.57, 2.47)
C (1.28, -0.59, 0.85)
O (1.92, -1.54, 0.46)
C (-1.56, -2.04, -0.28)
C (-2.18, -2.85, -1.26)
H (-1.68, -4.26, -4.30)
H (-2.81, -4.65, -3.04)
H (-3.22, -3.52, -4.19)
H (-0.04, -2.19, -3.86)
H (0.82, -0.46, -2.16)
H (-1.66, 0.90, 0.39)
H (5.47, 2.77, 3.19)
H (4.88, 4.99, 3.82)
H (-2.08, -2.17, 0.63)
H (-2.92, -3.57, -0.93)

Atom charges from the Löwdin analysis, given in e for atoms 1 to 2:
1 C -0.04
2 C -0.20